[1]
{
  "formula": "C20H54F6NO22S2Tl",
  "method": "ωB97M-V/def2-TZVPD",
  "species": ["Tl", "S", "S", "F", "F", "F", "F", "F", "F", "O", "O", "O", "O", "O", "O", "O", "O", "O", "O", "O", "O", "O", "O", "O", "O", "O", "O", "O", "O", "O", "O", "N", "C", "C", "C", "C", "C", "C", "C", "C", "C", "C", "C", "C", "C", "C", "C", "C", "C", "C", "C", "C", "H", "H", "H", "H", "H", "H", "H", "H", "H", "H", "H", "H", "H", "H", "H", "H", "H", "H", "H", "H", "H", "H", "H", "H", "H", "H", "H", "H", "H", "H", "H", "H", "H", "H", "H", "H", "H", "H", "H", "H", "H", "H", "H", "H", "H", "H", "H", "H", "H", "H", "H", "H", "H", "H"],
  "coordinates": [[0.176, 2.365, -3.689], [0.957, -1.293, -1.488], [0.773, 0.877, -0.172], [0.227, -3.632, -2.743], [-0.789, 1.280, 2.000], [-1.463, -2.248, -2.304], [-1.277, -0.582, 0.836], [-1.897, 1.437, 0.248], [0.007, -1.879, -3.953], [0.666, -1.972, -0.189], [4.181, 4.885, 3.187], [-2.464, 3.201, -2.179], [-4.748, -4.363, -0.296], [-2.419, 0.283, -3.478], [-0.855, 0.477, -5.737], [6.869, -2.754, -0.569], [2.313, -1.393, -1.987], [-3.233, -3.391, 1.848], [-4.647, -1.119, 2.695], [1.907, 0.372, 0.616], [-2.051, 3.165, 3.484], [2.175, -2.483, 2.478], [-5.530, 1.933, 1.025], [4.308, 2.647, 1.726], [3.950, -3.068, 0.341], [1.731, -0.011, 3.806], [2.812, -4.013, -2.286], [-0.194, 4.883, -1.779], [-2.325, 5.702, 2.670], [0.739, 2.287, -0.498], [3.257, -6.598, -3.895], [0.438, 0.157, -1.732], [3.069, -0.454, 3.615], [4.764, -1.889, 0.162], [3.008, -2.040, 3.568], [3.296, 3.836, 3.532], [-2.790, 4.104, 4.251], [-2.468, 4.381, -1.360], [-2.100, 5.413, 3.970], [-0.169, -2.336, -2.724], [-2.330, 0.577, -5.924], [-1.066, 4.781, -0.718], [3.282, -4.077, -3.563], [-3.352, -4.466, -0.293], [-4.339, -0.004, 1.895], [-0.882, 0.703, 0.781], [-3.007, -0.167, -4.723], [2.764, -5.360, -4.450], [3.085, 3.058, 2.272], [-5.270, 1.199, 2.209], [-2.822, -3.273, 0.461], [5.830, -1.897, -0.922], [-2.939, -4.379, -1.298], [-0.875, 3.896, -0.111], [4.006, -2.476, 3.524], [-5.567, 2.883, 1.155], [-3.085, 3.899, 5.280], [-0.660, -0.391, -6.096], [4.707, 4.456, 2.508], [-2.409, 4.825, 2.288], [1.714, -5.606, -4.612], [4.112, -1.052, -0.090], [-3.770, 4.200, 3.783], [4.368, -3.988, -3.592], [3.711, -0.142, 4.439], [3.024, -3.089, -3.946], [3.321, -7.364, -4.471], [1.246, -0.691, 3.333], [5.388, -2.332, -1.819], [3.028, -4.855, -1.878], [-4.387, -0.162, 0.817], [6.236, -0.904, -1.117], [-3.400, 0.493, 2.138], [2.518, -2.542, 4.403], [-3.114, -2.356, -0.051], [-2.705, 1.600, -5.886], [-5.086, -4.861, 0.452], [3.678, 3.101, 4.240], [2.703, -2.545, 1.678], [-3.238, 4.145, -0.625], [-3.121, 2.640, -1.763], [-1.154, 5.683, -0.113], [0.085, 5.796, -1.879], [-2.806, 5.293, -1.852], [4.105, 2.146, 0.933], [-4.441, -1.950, 2.262], [3.388, -3.166, -0.431], [-1.838, 2.386, 4.003], [5.242, -1.549, 1.080], [-4.084, 0.001, -4.688], [6.559, -3.318, 0.143], [2.501, 3.613, 1.537], [-1.017, 5.341, 4.076], [-5.011, 1.740, 3.119], [3.386, -0.032, 2.662], [-2.775, -1.218, -4.891], [-2.578, -3.885, 2.346], [2.458, 4.271, 4.077], [-2.760, 0.222, -6.861], [2.454, 2.187, 2.445], [-3.034, -5.487, -0.082], [3.218, -5.025, -5.383], [-2.518, 6.133, 4.674], [-2.918, -0.140, -2.775], [-6.221, 0.716, 2.435], [-1.739, -3.398, 0.454]],
  "atomic_forces_ev_per_a": [[-0.5, -0.1, 0.5], [0.5, -5.1, -0.5], [-0.5, 1.6, -1.9], [-0.9, 1.3, 0.4], [1.1, -1.3, -0.3], [1.2, -0.2, -0.8], [0.4, 1.4, 0.4], [1.2, -0.9, -0.9], [-0.6, 0.3, -0.1], [0.5, 1.5, -2.2], [0.0, -0.2, 0.6], [0.8, 0.7, -0.1], [-0.7, -0.4, -0.5], [-0.2, 0.1, -1.0], [-2.3, 0.4, -1.0], [1.2, -0.4, 0.5], [-0.6, -0.1, 0.3], [-0.5, 0.9, -0.6], [-0.3, 0.9, 0.2], [-1.8, 0.5, -0.9], [-0.1, -1.0, 0.4], [0.7, 1.2, 2.7], [0.8, 0.5, -0.4], [0.8, -0.2, 0.2], [1.0, 0.6, 1.1], [1.9, -0.8, 0.7], [-0.2, -0.9, 2.3], [1.5, 0.2, -0.9], [-0.8, 0.9, -2.5], [0.4, -0.6, 0.5], [0.8, 1.1, 0.9], [-0.2, 1.6, 4.1], [-1.3, 0.8, 0.8], [-0.7, 1.7, -0.8], [-1.4, -2.3, -1.7], [0.6, 0.1, 0.1], [-0.5, 0.5, -0.3], [0.0, 0.9, 1.2], [0.2, -0.4, 2.7], [1.1, -0.1, 1.4], [-0.3, 0.1, 2.2], [-3.2, -2.1, 0.0], [-0.7, -0.8, -1.8], [0.0, 0.5, -1.1], [0.0, 1.8, 0.4], [-1.6, 0.4, 0.5], [1.1, 0.4, -0.4], [1.2, 0.8, 0.5], [-2.7, -0.4, -0.4], [-2.0, -2.0, -0.1], [1.5, -2.4, 1.1], [-0.9, -1.3, 0.1], [-0.5, 0.3, -0.6], [0.9, 0.3, 0.2], [0.4, 0.5, -0.5], [0.0, -0.1, 0.3], [1.0, -0.5, 0.3], [0.5, -0.2, 0.0], [0.7, 0.5, -0.2], [0.1, 0.1, -0.9], [-0.3, 1.3, 0.3], [-0.4, 0.1, -0.1], [-0.3, 0.0, -0.2], [0.4, -0.9, -0.1], [-0.2, 0.2, 0.0], [-0.7, -0.3, -0.9], [-0.2, 0.5, -0.5], [-1.1, 0.2, -0.8], [-0.3, 0.5, -0.4], [-0.1, -0.3, 0.2], [-0.1, -0.3, 0.0], [-0.2, 0.1, 0.1], [0.9, -0.9, -0.1], [-0.1, 1.0, 0.6], [-0.3, 0.0, 0.6], [0.9, 0.4, 0.2], [-0.1, 0.1, 0.1], [0.8, 0.1, 0.4], [0.9, -0.3, -1.8], [0.3, 0.6, 0.7], [0.2, -0.4, -0.3], [-0.1, -0.1, 0.0], [0.1, 0.0, -0.1], [-0.2, -0.3, -0.8], [0.1, 0.1, -0.2], [0.4, -0.1, -0.1], [-0.2, 0.1, -0.8], [-0.1, 0.0, 0.0], [0.0, -0.8, 0.5], [0.0, -0.1, -0.3], [0.1, -0.2, -0.1], [0.1, 0.5, -0.1], [0.2, -0.2, 0.8], [0.5, 0.4, -0.4], [0.4, -0.6, -0.5], [-0.2, -0.3, 0.3], [0.1, 0.1, -0.2], [-0.5, -0.1, -0.8], [0.7, -0.5, -0.2], [-0.2, -0.3, 0.4], [0.3, 0.1, 1.1], [0.1, -0.8, -0.5], [0.1, 0.6, -0.3], [0.0, 0.0, 0.2], [-0.3, 0.0, 0.4], [0.3, 0.7, -0.2]],
  "lowdin_charge": [1.105, 0.573, 0.681, 0.125, 0.114, 0.104, 0.118, 0.117, 0.138, -0.340, -0.036, -0.137, -0.041, -0.133, -0.195, -0.045, -0.293, -0.075, -0.042, -0.313, -0.082, 0.100, -0.067, -0.039, -0.063, 0.109, -0.105, -0.123, -0.040, -0.360, -0.087, -0.325, -0.093, -0.224, -0.074, -0.236, -0.229, -0.196, -0.297, -0.574, -0.171, -0.240, -0.233, -0.269, -0.252, -0.568, -0.200, -0.170, -0.280, -0.233, -0.212, -0.237, 0.107, 0.083, 0.154, 0.080, 0.129, 0.081, 0.066, 0.066, 0.109, 0.093, 0.114, 0.114, 0.147, 0.109, 0.084, 0.101, 0.114, 0.107, 0.117, 0.131, 0.082, 0.147, 0.114, 0.114, 0.093, 0.109, 0.064, 0.111, 0.071, 0.129, 0.105, 0.114, 0.089, 0.043, 0.053, 0.087, 0.122, 0.125, 0.082, 0.127, 0.121, 0.115, 0.124, 0.110, 0.099, 0.128, 0.121, 0.084, 0.128, 0.101, 0.126, 0.080, 0.112, 0.108],
  "total_charge": 1,
  "multiplicity": 2,
  "energy_ev": -110801.5589
}

=====

[2]
{
  "formula": "C44H39N4OP2Sn",
  "method": "ωB97M-V/def2-TZVPD",
  "species": ["Sn", "P", "P", "O", "N", "N", "N", "N", "C", "C", "C", "C", "C", "C", "C", "C", "C", "C", "C", "C", "C", "C", "C", "C", "C", "C", "C", "C", "C", "C", "C", "C", "C", "C", "C", "C", "C", "C", "C", "C", "C", "C", "C", "C", "C", "C", "C", "C", "C", "C", "C", "C", "H", "H", "H", "H", "H", "H", "H", "H", "H", "H", "H", "H", "H", "H", "H", "H", "H", "H", "H", "H", "H", "H", "H", "H", "H", "H", "H", "H", "H", "H", "H", "H", "H", "H", "H", "H", "H", "H", "H"],
  "coordinates": [[0.121, -0.511, 0.990], [-1.599, 1.276, -0.108], [0.776, -1.415, -1.355], [0.804, -3.330, 4.081], [2.166, 0.757, 2.066], [1.017, -1.659, 2.523], [0.471, 1.423, -1.927], [-1.685, -2.043, 1.904], [-2.501, -3.624, -2.662], [0.317, -2.638, 3.186], [2.573, 4.923, -0.812], [-1.363, 5.443, 1.680], [-0.778, -3.708, -4.341], [4.778, -3.642, -1.292], [-2.218, 3.980, -0.036], [-1.462, -4.336, 2.790], [0.720, 3.877, -1.972], [-2.895, -2.395, 1.439], [-1.559, 2.909, 0.655], [1.330, 5.004, -1.447], [0.050, -2.823, -3.568], [-2.018, -4.058, -3.924], [4.709, -2.298, -0.916], [3.226, 3.673, -0.668], [3.580, -4.319, -1.569], [2.300, -2.296, -1.208], [-0.992, 1.467, -1.922], [-5.316, 0.974, 1.352], [-3.388, 1.005, -0.129], [-6.145, 0.966, 0.206], [3.907, 2.333, 2.235], [-3.926, 1.061, 1.168], [4.207, 0.105, 3.014], [-1.032, -2.972, 2.652], [1.205, 2.612, -1.626], [2.924, -0.187, 2.607], [1.062, 0.204, -2.462], [3.504, -1.638, -0.860], [2.352, -3.663, -1.357], [-0.813, 3.100, 1.830], [-5.583, 0.922, -1.065], [4.775, 1.359, 2.754], [-0.742, 4.413, 2.358], [2.614, 2.021, 2.003], [-1.697, -2.867, -1.831], [-2.129, 5.219, 0.535], [2.415, -1.506, 2.882], [-0.365, -2.456, -2.271], [-4.228, 0.905, -1.273], [-2.670, -4.673, 2.237], [-3.422, -3.668, 1.572], [2.536, 2.517, -1.081], [-4.437, -3.948, 1.302], [-5.766, 1.012, 2.343], [0.642, -0.023, -3.456], [3.052, 1.577, -0.892], [2.984, 5.810, -0.300], [-0.873, -4.991, 3.493], [-3.463, -4.026, -2.252], [-3.039, -5.753, 2.229], [-0.262, 4.616, 3.328], [-3.867, 0.743, -2.298], [-2.640, 6.038, 0.094], [-1.371, 2.342, -2.495], [1.484, -4.275, -1.225], [-2.648, -4.825, -4.440], [-1.255, 6.475, 2.085], [0.853, 5.983, -1.524], [-2.070, -2.557, -0.851], [1.921, 2.806, 1.651], [-3.302, 1.183, 2.040], [5.629, -1.806, -0.681], [-6.329, 0.722, -1.871], [-7.223, 0.942, 0.372], [2.581, -1.915, 3.895], [5.855, 1.556, 2.994], [5.781, -4.069, -1.327], [4.178, 3.520, -0.116], [4.167, 3.384, 2.072], [-0.495, 2.231, 2.392], [-0.365, -4.066, -5.323], [2.163, 0.243, -2.605], [-1.329, 0.554, -2.440], [3.000, -2.183, 2.250], [-3.469, -1.660, 0.960], [-0.162, 3.989, -2.592], [1.023, -2.540, -3.988], [3.460, -0.600, -0.506], [-2.619, 3.799, -1.016], [4.792, -0.676, 3.522], [3.509, -5.334, -1.864]],
  "atomic_forces_ev_per_a": [[0.8, 1.2, 2.2], [-1.6, 0.3, -2.3], [-1.2, 0.9, -1.0], [-0.6, 0.2, -0.2], [-0.7, 0.3, 0.5], [-0.9, -1.6, 1.0], [0.3, -0.2, -0.1], [0.5, -1.4, 0.7], [-0.1, -0.6, 0.3], [2.5, 0.2, 0.1], [0.4, -0.3, 0.9], [0.1, 0.9, 0.7], [2.2, 1.1, -1.1], [-0.5, 0.1, -0.5], [1.7, -1.3, 1.4], [0.8, 1.3, 1.5], [-0.2, -0.4, 0.6], [0.1, -1.2, 0.5], [0.5, 0.7, -0.7], [0.9, 0.4, 0.1], [-1.2, -1.2, 0.1], [-1.8, -1.3, 1.1], [-0.1, -0.6, 0.1], [-1.1, -0.1, -0.3], [0.0, 1.3, 1.2], [1.3, 0.4, 0.6], [-0.1, 0.1, 0.2], [0.0, 0.6, -1.1], [-0.3, 0.7, -0.7], [0.6, -0.2, 1.5], [1.5, 1.0, 0.7], [-1.4, -0.4, -0.5], [2.0, 0.3, 0.2], [-0.8, -0.8, -1.1], [1.9, -0.9, -0.5], [0.7, 2.1, 0.7], [0.4, -0.4, 0.5], [-0.7, 0.6, -0.3], [1.0, -0.9, -0.5], [-1.5, 0.9, -0.2], [-2.1, -0.9, -0.4], [0.1, -0.4, 0.2], [0.1, -0.7, 0.2], [-1.1, -0.6, -1.0], [1.6, 0.8, -0.4], [0.3, 0.2, 0.1], [-1.0, -2.6, -0.2], [-1.1, -0.7, -1.5], [0.8, -0.3, 0.6], [-0.9, -0.9, -1.0], [0.4, -1.0, 1.0], [-0.7, 0.9, 0.0], [0.2, 0.5, -0.4], [0.2, -0.1, -0.2], [-0.1, -0.1, 0.3], [-0.5, -0.1, -0.1], [-0.1, -0.5, -0.6], [-0.6, 0.7, -1.2], [0.9, 0.6, -0.6], [0.4, 1.7, 0.3], [-0.1, -0.2, -0.6], [0.2, 0.3, 0.6], [-0.3, 0.7, -0.4], [0.0, -0.5, 0.5], [-0.6, -0.1, -0.8], [0.7, 1.0, 0.1], [-0.3, -0.9, -0.4], [0.1, -0.3, -0.2], [0.3, -0.2, -0.3], [0.3, -0.7, 0.2], [0.3, 0.0, 0.0], [0.3, 0.4, 0.2], [1.0, 0.5, 0.3], [0.3, 0.0, -0.3], [0.0, 0.7, -0.2], [-1.3, -0.1, -0.3], [-0.5, -0.3, -0.3], [-0.7, 0.5, -0.8], [0.4, -0.5, 0.2], [0.5, 0.1, -0.1], [-0.6, 0.4, 1.1], [-0.7, 0.4, 0.3], [-0.1, 0.4, 0.2], [0.1, -0.3, -0.1], [-0.6, 1.1, -0.7], [-0.1, -0.1, 0.3], [-0.4, -0.1, 0.4], [0.1, -0.2, -0.4], [-0.6, 0.0, -0.1], [-0.2, 0.4, -0.3], [0.4, -0.9, 0.0]],
  "lowdin_charge": [1.093, 0.890, 0.916, 0.042, 0.020, -0.176, -0.217, 0.021, -0.076, -0.493, -0.082, -0.077, -0.079, -0.051, -0.068, 0.016, -0.040, -0.151, -0.371, -0.082, -0.084, -0.090, -0.081, -0.091, -0.039, -0.406, -0.276, -0.058, -0.386, -0.079, -0.089, -0.126, -0.018, -0.170, -0.209, -0.329, -0.217, -0.097, -0.091, -0.100, -0.108, -0.018, -0.069, -0.157, -0.068, -0.079, -0.191, -0.375, -0.087, -0.043, -0.038, -0.034, 0.113, 0.108, 0.095, 0.087, 0.109, 0.145, 0.123, 0.141, 0.116, 0.108, 0.100, 0.089, 0.111, 0.127, 0.123, 0.112, 0.066, 0.110, 0.104, 0.105, 0.122, 0.107, 0.144, 0.131, 0.113, 0.102, 0.111, 0.074, 0.127, 0.098, 0.082, 0.134, 0.082, 0.107, 0.115, 0.092, 0.104, 0.131, 0.097],
  "total_charge": 1,
  "multiplicity": 1,
  "energy_ev": -78669.5720
}

=====

[3]
{
  "formula": "C4H12BrFeN2O2",
  "method": "ωB97M-V/def2-TZVPD",
  "species": ["Br", "Fe", "O", "O", "N", "N", "C", "C", "C", "C", "H", "H", "H", "H", "H", "H", "H", "H", "H", "H", "H", "H"],
  "coordinates": [[-0.319, -1.038, -1.589], [-2.177, -2.569, -1.810], [1.123, 0.980, -6.326], [-0.636, -0.574, 1.833], [-0.289, 1.265, -4.546], [1.490, 0.322, -4.145], [0.895, -0.847, 3.596], [0.835, 0.902, -5.095], [-1.371, 0.279, 3.891], [-0.167, 0.028, 3.018], [-0.200, -0.254, 1.040], [2.414, -0.046, -4.324], [1.647, -1.048, 2.833], [-2.184, -0.399, 3.632], [-1.674, 1.311, 3.713], [-1.191, 0.077, 4.947], [0.286, 1.007, 2.863], [-0.425, 1.139, -3.553], [-1.019, 1.707, -5.086], [0.491, -1.830, 3.839], [1.380, -0.512, 4.514], [1.091, 0.101, -3.244]],
  "atomic_forces_ev_per_a": [[-1.6, -1.3, -0.1], [1.4, 1.1, 0.5], [0.6, 0.2, -1.0], [-0.7, -0.4, -1.6], [-3.5, 2.1, -1.7], [5.0, -2.0, -0.2], [0.4, -1.3, 0.3], [-1.8, -0.6, 3.0], [-0.4, -0.2, 0.3], [0.5, 0.6, 1.1], [0.3, 0.2, 0.4], [0.2, -0.1, 0.1], [0.3, 0.2, 0.1], [0.0, 0.1, -0.2], [-0.4, -0.1, 0.4], [0.2, 0.4, 0.0], [0.1, 0.1, -0.6], [-0.1, 0.3, -0.3], [-0.1, 0.1, 0.1], [-0.2, -0.1, 0.0], [-0.1, 0.4, -0.2], [0.0, 0.1, -0.4]],
  "lowdin_charge": [0.269, 1.046, 0.419, -0.098, 0.226, 0.221, -0.061, -0.516, -0.041, -0.524, -0.005, 0.164, 0.076, 0.080, 0.083, 0.088, 0.136, 0.096, 0.160, 0.087, 0.093, -0.001],
  "total_charge": 2,
  "multiplicity": 6,
  "e_above_lowest_kcal_mol": 28.3
}

=====

[4]
{
  "formula": "C5H7NO",
  "method": "ωB97M-V/def2-TZVPD",
  "species": ["O", "N", "C", "C", "C", "C", "C", "H", "H", "H", "H", "H", "H", "H"],
  "coordinates": [[2.229, 0.100, 0.539], [-1.105, 0.561, -0.889], [-0.330, -0.458, 0.775], [-1.709, -0.346, 0.140], [0.642, -1.102, -0.267], [-0.004, 0.893, 0.096], [1.247, 0.298, -0.472], [-0.095, 1.895, 0.529], [-2.205, -1.241, -0.245], [-2.419, 0.236, 0.741], [-0.150, -0.772, 1.806], [-0.691, -0.089, -1.576], [2.851, -0.566, 0.206], [1.665, 0.683, -1.410]],
  "atomic_forces_ev_per_a": [[0.0, -0.1, 0.0], [-0.1, 0.1, -0.2], [0.1, -0.2, 0.2], [-0.2, -0.2, 0.0], [0.3, -0.1, 0.4], [0.1, 0.2, 0.0], [-0.1, 0.0, -0.4], [0.0, -0.2, -0.1], [0.1, 0.1, 0.0], [0.2, -0.2, 0.0], [-0.1, 0.1, -0.1], [-0.2, 0.6, -0.1], [0.0, 0.1, 0.1], [-0.1, -0.2, 0.1]],
  "lowdin_charge": [-0.001, 0.015, -0.248, -0.163, 0.196, -0.237, -0.398, 0.142, 0.110, 0.112, 0.131, 0.089, 0.108, 0.145],
  "multiplicity": 1,
  "e_above_lowest_kcal_mol": 149.9
}